Record 1
The following is a quantum chemistry calculation of a molecular structure, C28H29ClInPSi at a distorted geometry, from the Open Molecules 2025 dataset.

XYZ file:
```
61
Properties=species:S:1:pos:R:3:nbo_charge:R:1
C -1.266 -2.178 1.277 -0.13
C -1.044 -2.628 0.002 -0.25
C 0.322 -2.427 -0.356 -0.19
H -1.786 -3.091 -0.654 0.23
C 0.979 -1.774 0.696 -0.33
C 0.046 -1.754 1.921 -0.37
H 0.359 -2.461 2.716 0.27
H -2.198 -2.194 1.845 0.23
H 0.786 -2.768 -1.283 0.24
H 2.060 -1.696 0.838 0.26
In 0.473 0.615 0.468 0.77
Cl 2.714 1.266 0.551 -0.64
P -0.005 0.484 -2.423 0.89
C 1.217 -0.609 -3.197 -0.34
C 0.902 -1.357 -4.341 -0.24
H -0.096 -1.298 -4.777 0.23
C 1.870 -2.173 -4.923 -0.16
H 1.610 -2.756 -5.802 0.21
C 3.159 -2.236 -4.382 -0.23
H 3.911 -2.874 -4.843 0.22
C 3.479 -1.476 -3.252 -0.20
H 4.485 -1.521 -2.830 0.22
C 2.523 -0.659 -2.661 -0.22
H 2.770 -0.055 -1.780 0.25
C -1.620 -0.037 -3.056 -0.36
C -1.983 -1.396 -3.013 -0.22
H -1.268 -2.143 -2.663 0.22
C -3.247 -1.794 -3.443 -0.20
H -3.521 -2.847 -3.396 0.22
C -4.148 -0.845 -3.940 -0.21
H -5.134 -1.161 -4.283 0.22
C -3.785 0.503 -3.992 -0.22
H -4.476 1.243 -4.394 0.22
C -2.538 0.919 -3.531 -0.14
H -2.252 1.971 -3.563 0.22
C 0.331 2.123 -3.117 -0.27
C 0.873 2.230 -4.404 -0.22
H 1.108 1.328 -4.969 0.23
C 1.104 3.492 -4.948 -0.21
H 1.518 3.568 -5.951 0.22
C 0.808 4.641 -4.208 -0.20
H 0.991 5.626 -4.641 0.22
C 0.280 4.532 -2.916 -0.20
H 0.044 5.429 -2.344 0.22
C 0.050 3.277 -2.354 -0.22
H -0.334 3.178 -1.335 0.23
C -1.526 1.181 6.048 -1.12
Si -0.005 0.356 5.357 1.62
C 1.514 1.169 6.074 -1.11
C -0.006 -1.477 5.810 -1.11
C -0.006 0.386 3.483 -0.46
C 0.009 -0.368 2.471 -0.20
H -1.483 1.185 7.146 0.24
H -2.441 0.653 5.744 0.24
H -1.605 2.221 5.702 0.24
H 1.454 1.175 7.169 0.23
H 2.434 0.644 5.787 0.24
H 1.608 2.215 5.733 0.25
H -0.907 -1.973 5.429 0.23
H 0.863 -1.990 5.380 0.23
H 0.023 -1.610 6.902 0.23
```

E_HOMO: -5.88 eV
orbital gap: 5.8 eV

Record 2
The following is a quantum chemistry calculation of C8H14N2O2 in the gas phase at a distorted geometry, from the Open Molecules 2025 dataset.

XYZ file:
```
26
Properties=species:S:1:pos:R:3:nbo_charge:R:1
C 0.158 -2.138 -0.844 -0.17
C -0.067 -2.209 0.469 -0.17
C 0.300 -0.756 -1.518 -0.46
C -0.408 -1.021 1.331 -0.46
C 0.588 0.362 -0.556 0.15
C -0.546 0.349 0.552 0.05
C 0.692 1.656 -1.378 -0.60
C -0.424 1.378 1.651 -0.61
N 1.914 0.145 0.110 -0.87
N -1.823 0.297 -0.205 0.52
O -2.528 -0.698 -0.186 -0.36
O -2.074 1.308 -0.839 -0.39
H 0.188 -2.932 -1.456 0.20
H -0.328 -2.996 1.100 0.21
H 1.029 -0.915 -2.192 0.23
H -0.544 -0.412 -2.116 0.22
H -1.264 -1.367 1.848 0.24
H 0.262 -0.981 2.090 0.21
H 0.537 2.497 -0.690 0.21
H -0.023 1.564 -2.082 0.21
H 1.609 1.819 -1.917 0.22
H -0.757 2.467 1.269 0.22
H 0.528 1.504 1.978 0.22
H -1.169 1.224 2.392 0.23
H 2.300 0.696 0.850 0.37
H 1.848 -0.840 0.340 0.37
```

E_HOMO: -9.34 eV
orbital gap: 9.7 eV
ΔE to the lowest compared entry with this formula, charge and spin: 98.4 kcal per mole
SMILES: C[C@]1(N)CC=CC[C@]1(C)[N+](=O)[O-]

Record 3
The following is a quantum chemistry calculation of a molecular structure, C29H28Br4LuN6O2P at a distorted geometry, from the Open Molecules 2025 dataset.

XYZ file:
```
71
Properties=species:S:1:pos:R:3:mulliken_charge:R:1
Lu 0.056 0.345 0.899 1.14
C -2.219 -2.116 2.754 -1.16
C -0.764 -2.521 2.766 0.59
C -0.360 -3.799 3.172 -0.76
C 0.974 -4.178 3.188 -0.49
C 1.928 -3.245 2.851 -0.82
C 1.486 -1.954 2.496 0.86
N 0.157 -1.633 2.351 -0.28
C 2.399 -0.909 2.103 0.66
C 3.641 -1.168 1.433 -0.84
C 4.267 -0.451 0.484 -0.84
C 3.649 1.799 1.382 -1.80
C 2.506 1.496 2.064 0.86
N 1.866 0.288 2.124 -0.24
C 1.684 2.611 2.431 0.71
C 2.167 3.896 2.726 -0.56
C 1.308 4.986 2.883 -0.72
C -0.066 4.730 2.730 -0.68
C -0.522 3.406 2.492 0.54
C -1.983 3.065 2.475 -1.01
N 0.343 2.387 2.246 -0.04
H -2.832 -2.917 2.362 0.39
H -2.319 -1.209 2.115 0.06
H -2.516 -1.831 3.771 0.35
H -1.128 -4.510 3.515 0.41
H 1.280 -5.167 3.538 0.44
H 3.017 -3.485 2.874 0.31
H 4.150 -2.113 1.572 0.29
H 4.973 -0.896 -0.196 0.56
H 4.139 2.758 1.356 0.26
H 3.248 4.045 2.808 0.49
H 1.729 5.976 3.135 0.44
H -0.810 5.515 2.871 0.45
H -2.525 3.795 1.845 0.38
H -2.349 3.063 3.520 0.33
H -2.100 2.059 2.042 -0.02
Br 0.717 4.655 -3.289 -0.11
C 1.736 3.186 -2.597 0.15
C 3.148 3.237 -2.613 0.57
Br 4.031 4.439 -3.794 -0.12
C 3.929 2.417 -1.770 0.00
Br 5.880 2.464 -1.788 -0.06
C 3.268 1.515 -0.967 0.01
O 4.002 0.963 0.212 0.41
C 1.855 1.291 -1.137 -0.25
O 1.292 0.158 -0.721 -0.66
C 1.075 2.306 -1.743 0.34
Br -0.846 2.425 -1.307 -0.07
C -4.016 -2.552 -2.826 -0.77
N -3.735 -1.103 -3.019 0.05
C -2.732 -0.894 -4.125 -0.81
N -1.527 -1.674 -3.894 0.17
C -1.852 -3.059 -3.667 -0.94
N -2.786 -3.269 -2.551 0.16
C -2.172 -2.961 -1.257 -1.11
P -1.598 -1.135 -1.199 1.58
C -3.241 -0.427 -1.723 -1.04
C -0.675 -1.120 -2.839 -0.91
H -4.474 -2.974 -3.733 0.34
H -4.717 -2.650 -1.955 0.37
H -4.627 -0.643 -3.341 0.39
H -2.426 0.164 -4.204 0.40
H -3.211 -1.181 -5.076 0.33
H -0.947 -3.636 -3.501 0.41
H -2.353 -3.457 -4.553 0.33
H -1.341 -3.659 -1.126 0.43
H -2.858 -3.173 -0.430 0.40
H -3.167 0.663 -1.908 0.49
H -4.006 -0.613 -0.946 0.41
H 0.239 -1.728 -2.764 0.44
H -0.339 -0.094 -3.027 0.43
```

E_HOMO (alpha / beta): -10.03 / -10.03 eV
total charge: +2
orbital gap (alpha / beta): 4.4 / 4.4 eV
ΔE to the lowest compared entry with this formula, charge and spin: 129.4 kcal per mole

What is the formula in the third record?
C29H28Br4LuN6O2P